{
  "formula": "C10H17FN3O2",
  "method": "wB97M-V/def2-TZVPD",
  "symbols": ["C", "C", "C", "N", "N", "C", "C", "C", "F", "N", "C", "C", "O", "C", "C", "O", "H", "H", "H", "H", "H", "H", "H", "H", "H", "H", "H", "H", "H", "H", "H", "H", "H"],
  "positions_angstrom": [[3.99312, -0.42907, -0.05112], [2.95588, -0.68578, -1.26156], [1.50780, -1.15083, -0.80290], [0.93545, -2.17196, -1.62273], [-0.27477, -2.37679, -1.01879], [-0.48226, -1.56015, 0.12734], [-1.77576, -1.60724, 1.04666], [-3.08114, -1.60682, 0.07684], [-3.01964, -0.50222, -0.86716], [0.66410, -0.70723, 0.28980], [0.99043, 0.33204, 1.30342], [-0.22474, 1.35440, 1.60967], [-1.19214, 1.44269, 0.54188], [-1.00250, 2.59800, -0.26034], [-2.27359, 3.03561, -1.15752], [0.04992, 3.25725, -0.35602], [4.14476, 0.70436, 0.05518], [3.58200, -0.79112, 0.96297], [5.03229, -0.85800, -0.27431], [3.40392, -1.52718, -1.90941], [2.92820, 0.27572, -1.89303], [-0.86868, -3.08477, -1.46769], [-1.81442, -2.58392, 1.65294], [-1.90755, -0.71401, 1.73577], [-4.05669, -1.50594, 0.65506], [-3.08739, -2.55412, -0.55356], [1.42166, -0.14071, 2.25778], [1.84095, 0.98846, 0.88154], [0.16061, 2.36790, 1.98323], [-0.78689, 0.89988, 2.51120], [-2.98582, 3.71514, -0.58835], [-2.86946, 2.09321, -1.45900], [-1.90764, 3.49321, -2.14782]],
  "mulliken_charge": [-0.904, -0.402, 0.381, -0.732, 0.295, 0.183, -0.338, -0.427, -0.275, 0.306, -0.344, -0.830, -0.192, 0.631, -0.814, -0.518, 0.275, 0.238, 0.315, 0.314, 0.286, 0.233, 0.414, 0.083, 0.354, 0.286, 0.276, 0.323, 0.454, 0.349, 0.280, 0.196, 0.303],
  "smiles": "CCc1n[nH]c(CCF)[n+]1CCOC(C)=O",
  "homo_ev": -13.56,
  "charge": 1
}